(1)
C5H6N2S | ωB97M-V/def2-TZVPD

Last column: natural (NBO) charge in e.
Atoms and positions in Å:
1 C -1.77 0.52 -0.29  -0.275
2 C -0.99 -0.16 0.83  -0.311
3 C 1.05 -0.98 -0.43  0.082
4 C 1.80 0.11 -0.48  -0.452
5 C 1.56 1.42 0.05  0.240
6 H -1.08 0.76 -1.15  0.199
7 H -1.73 -0.64 1.44  0.224
8 H -0.48 0.63 1.37  0.239
9 H -0.66 -2.05 0.10  0.395
10 H 1.51 -1.89 -0.77  0.217
11 H 2.74 0.07 -1.00  0.253
12 N -0.12 -1.19 0.35  -0.586
13 N 1.51 2.58 0.24  -0.319
14 S -3.35 0.81 -0.26  0.093

Calculated values
structure (SMILES): N#C/C=C\NCC=S
multiplicity: 1
total charge: 0
energy relative to the best compared isomer or geometry (same formula, charge and spin): 2.2927 eV


(2)
C34H106NO23S | ωB97M-V/def2-TZVPD

Last column: Löwdin charge in e.
Atoms and positions in Å:
1 C -1.19 -0.12 -4.54  -0.077
2 O -0.34 0.36 -3.50  -0.215
3 C -0.99 0.93 -2.36  -0.217
4 C -0.43 0.32 -1.09  -0.167
5 C -0.69 1.23 0.12  -0.197
6 C 0.49 2.16 0.39  -0.205
7 C 1.73 1.46 0.93  -0.300
8 S 1.33 0.13 2.02  1.177
9 C 2.97 -0.38 2.58  -0.289
10 C 3.04 -1.89 2.81  -0.186
11 C 2.45 -2.70 1.66  -0.207
12 O 3.03 -4.00 1.73  -0.039
13 C 2.64 -4.83 0.69  -0.532
14 C 3.34 -4.58 -0.61  0.026
15 O 1.82 -5.65 0.88  0.159
16 O 0.68 0.90 3.25  -0.346
17 C -0.12 0.00 4.11  -0.166
18 C 0.63 -0.38 5.39  -0.190
19 N 0.44 -1.80 5.63  -0.057
20 C -0.96 -2.20 5.84  -0.147
21 C -1.49 -3.20 4.80  -0.400
22 C -0.41 -4.00 4.10  -0.026
23 O -2.22 -2.47 3.80  -0.065
24 H -2.18 0.33 -4.47  0.089
25 H -1.27 -1.21 -4.51  0.065
26 H -0.74 0.15 -5.49  0.090
27 H -0.80 2.00 -2.36  0.115
28 H -2.08 0.78 -2.40  0.114
29 H -0.87 -0.66 -0.92  0.113
30 H 0.64 0.18 -1.24  0.109
31 H -0.96 0.63 0.99  0.091
32 H -1.56 1.87 -0.06  0.115
33 H 0.80 2.58 -0.58  0.112
34 H 0.19 3.01 1.00  0.093
35 H 2.29 0.96 0.14  0.107
36 H 2.42 2.14 1.44  0.119
37 H 3.22 0.17 3.49  0.096
38 H 3.65 -0.08 1.78  0.107
39 H 2.56 -2.15 3.76  0.109
40 H 4.10 -2.14 2.88  0.108
41 H 2.69 -2.23 0.70  0.133
42 H 1.37 -2.80 1.75  0.112
43 H 3.67 -5.53 -1.03  0.089
44 H 4.18 -3.90 -0.48  0.089
45 H 2.63 -4.13 -1.29  0.079
46 H -0.36 -0.91 3.55  0.097
47 H -1.05 0.53 4.29  0.133
48 H 1.69 -0.20 5.24  0.110
49 H 0.30 0.27 6.21  0.123
50 H 1.00 -2.10 6.41  0.092
51 H -1.61 -1.32 5.80  0.119
52 H -1.08 -2.63 6.84  0.125
53 H -2.18 -3.88 5.30  0.125
54 H -0.84 -4.90 3.67  0.068
55 H 0.40 -4.28 4.78  0.077
56 H -0.01 -3.42 3.27  0.057
57 H -3.14 -2.77 3.78  0.062
58 C -1.84 -4.08 -6.57  -0.146
59 O -1.79 -2.65 -6.49  -0.139
60 H -1.94 -4.44 -5.55  0.074
61 H -2.70 -4.41 -7.14  0.079
62 H -0.93 -4.49 -7.00  0.061
63 H -1.70 -2.31 -7.39  0.076
64 C 7.49 -6.26 -0.90  -0.146
65 O 6.09 -6.36 -0.67  -0.134
66 H 7.69 -6.72 -1.86  0.064
67 H 7.82 -5.22 -0.95  0.072
68 H 8.06 -6.79 -0.14  0.082
69 H 5.90 -5.96 0.19  0.066
70 C -5.13 1.72 -1.98  -0.157
71 O -4.02 2.25 -1.27  -0.138
72 H -5.05 0.63 -1.99  0.078
73 H -6.06 2.00 -1.49  0.072
74 H -5.15 2.08 -3.01  0.056
75 H -4.14 3.21 -1.26  0.057
76 C 0.09 6.44 1.47  -0.148
77 O -0.28 5.12 1.90  -0.138
78 H -0.14 6.50 0.40  0.081
79 H -0.48 7.20 2.00  0.068
80 H 1.15 6.63 1.62  0.080
81 H -0.10 5.07 2.84  0.076
82 C -0.67 -8.01 3.40  -0.169
83 O -1.75 -8.80 3.86  -0.126
84 H -0.30 -7.45 4.25  0.072
85 H 0.15 -8.62 3.01  0.079
86 H -0.98 -7.30 2.63  0.071
87 H -2.09 -9.31 3.12  0.073
88 C -6.38 5.18 -2.48  -0.135
89 O -5.75 4.81 -1.25  -0.133
90 H -5.61 5.61 -3.11  0.075
91 H -6.82 4.32 -2.99  0.048
92 H -7.16 5.93 -2.32  0.082
93 H -6.42 4.44 -0.67  0.083
94 C -4.91 3.75 -5.99  -0.144
95 O -5.69 2.87 -5.19  -0.141
96 H -4.80 4.67 -5.43  0.070
97 H -3.92 3.34 -6.20  0.076
98 H -5.41 3.98 -6.94  0.079
99 H -5.81 2.05 -5.67  0.079
100 C 2.09 3.67 -3.87  -0.144
101 O 1.28 2.81 -3.07  -0.141
102 H 2.23 4.59 -3.31  0.078
103 H 3.07 3.23 -4.07  0.077
104 H 1.61 3.91 -4.82  0.079
105 H 1.12 1.98 -3.55  0.060
106 C 3.71 -4.30 5.65  -0.139
107 O 2.74 -3.74 6.54  -0.137
108 H 3.19 -4.56 4.73  0.070
109 H 4.49 -3.57 5.42  0.072
110 H 4.15 -5.21 6.07  0.082
111 H 3.19 -3.53 7.36  0.080
112 C -6.05 -3.76 4.48  -0.127
113 O -4.63 -3.93 4.54  -0.139
114 H -6.23 -2.68 4.49  0.083
115 H -6.47 -4.18 3.56  0.081
116 H -6.54 -4.20 5.34  0.081
117 H -4.45 -4.88 4.53  0.091
118 C -0.19 -3.74 -2.18  -0.138
119 O 0.57 -2.54 -2.14  -0.138
120 H 0.30 -4.45 -1.51  0.065
121 H -1.21 -3.58 -1.83  0.082
122 H -0.22 -4.16 -3.19  0.077
123 H 0.16 -1.89 -2.72  0.044
124 C -10.11 3.69 -4.44  -0.152
125 O -9.11 3.46 -3.46  -0.136
126 H -10.37 4.75 -4.40  0.079
127 H -9.75 3.46 -5.45  0.075
128 H -11.02 3.11 -4.25  0.076
129 H -8.87 2.53 -3.48  0.074
130 C 0.16 9.94 0.88  -0.154
131 O 0.80 9.61 2.10  -0.137
132 H -0.57 9.16 0.68  0.059
133 H -0.36 10.90 0.95  0.068
134 H 0.87 9.97 0.05  0.079
135 H 1.46 10.29 2.30  0.047
136 C 9.52 -5.63 -4.07  -0.157
137 O 9.94 -5.22 -2.77  -0.132
138 H 8.85 -6.47 -3.94  0.068
139 H 8.98 -4.83 -4.59  0.078
140 H 10.36 -5.95 -4.69  0.077
141 H 10.54 -4.48 -2.88  0.076
142 C 6.65 -0.80 3.68  -0.143
143 O 5.59 -0.35 4.52  -0.134
144 H 6.20 -1.27 2.81  0.065
145 H 7.28 0.03 3.35  0.082
146 H 7.28 -1.53 4.19  0.083
147 H 5.98 0.08 5.29  0.083
148 C -3.63 10.59 1.15  -0.159
149 O -2.84 11.76 1.28  -0.132
150 H -3.09 9.77 1.61  0.070
151 H -4.59 10.71 1.66  0.076
152 H -3.81 10.34 0.10  0.077
153 H -3.32 12.48 0.86  0.075
154 C -0.83 -8.20 -8.07  -0.153
155 O -0.73 -6.78 -8.08  -0.136
156 H -0.93 -8.51 -7.03  0.078
157 H -1.71 -8.55 -8.62  0.077
158 H 0.06 -8.68 -8.49  0.076
159 H -0.64 -6.50 -8.99  0.077
160 C 4.60 10.15 2.38  -0.148
161 O 3.49 10.43 3.22  -0.128
162 H 4.20 9.76 1.45  0.078
163 H 5.19 11.04 2.17  0.078
164 H 5.26 9.39 2.82  0.076
165 H 3.81 10.77 4.06  0.084

Calculated values
multiplicity: 1
total charge: +1


Kohn-Sham gap, respectively: 8.36 9.05 eV.
HOMO, respectively: -8.76 -10.76 eV.